{
  "formula": "C3H3NO3",
  "method": "ωB97M-V/def2-TZVPD",
  "elements": ["O", "C", "C", "O", "C", "N", "O", "H", "H", "H"],
  "xyz": [[-1.0036, 1.8160, -0.7008], [-0.8739, 1.0243, 0.1834], [-1.0412, -0.5362, 0.1243], [-2.0790, -1.1196, 0.2713], [0.1866, -1.0485, -0.5155], [1.3874, -0.6578, -0.3397], [1.5550, 0.4548, 0.4575], [-0.6982, 1.3357, 1.2343], [0.0754, -1.9631, -1.0840], [2.4916, 0.6943, 0.3694]],
  "atomic_forces_ev_per_a": [[0.1, -0.6, -0.5], [-1.2, 0.1, 2.2], [0.2, 2.3, -2.2], [0.4, -0.1, 0.5], [0.6, -1.5, 0.9], [0.2, 0.1, -0.6], [-0.3, -0.1, 0.1], [0.1, 0.3, -0.1], [0.2, 0.0, -0.2], [-0.3, -0.3, -0.1]],
  "smiles": "O=CC(=O)/C=N\\O",
  "gap_ev": 8.982,
  "homo_energy_ha": -0.354,
  "e_lumo_ev": -0.64,
  "fmax_ev_per_a": 3.180
}

=====

{
  "formula": "C3H3NO3",
  "method": "ωB97M-V/def2-TZVPD",
  "elements": ["N", "C", "O", "C", "O", "C", "O", "H", "H", "H"],
  "xyz": [[-1.2926, -0.0467, -1.6418], [-0.6120, -0.0165, -0.5918], [-0.8833, -0.4374, 0.6817], [0.4376, -0.2926, 1.2302], [1.3087, -0.8904, 0.3851], [0.7705, 0.5459, -0.4195], [0.8174, 1.1074, 0.8157], [-2.1901, -0.5077, -1.4917], [0.4108, -0.4704, 2.3049], [1.2779, 1.0280, -1.2654]],
  "atomic_forces_ev_per_a": [[0.0, -0.1, 0.3], [-0.1, 0.1, -0.3], [0.0, -0.1, 0.0], [-0.1, 1.1, 0.5], [-0.1, 1.1, -1.3], [0.6, -1.2, -0.1], [-0.6, -0.5, 0.7], [0.0, 0.1, 0.0], [0.2, -0.1, -0.2], [0.2, -0.5, 0.4]],
  "gap_ev": 11.271,
  "homo_energy_ha": -0.398,
  "e_lumo_ev": 0.44,
  "fmax_ev_per_a": 1.673
}

=====

{
  "formula": "C3H3NO3S3",
  "method": "ωB97M-V/def2-TZVPD",
  "elements": ["C", "C", "C", "N", "O", "O", "O", "S", "S", "S", "H", "H", "H"],
  "xyz": [[-0.2947, -0.1287, -0.3377], [-1.4958, 0.4522, -0.2077], [1.1303, -0.0514, 0.0559], [-2.0236, 1.7942, -0.0167], [-1.4420, 2.7056, -0.5847], [-3.0454, 1.9098, 0.6208], [-1.8272, -2.0363, 0.7691], [1.9510, -0.4188, -1.6299], [1.6061, -1.4457, 1.1766], [-1.6387, -1.3674, -0.5094], [1.5303, 0.9719, 0.4406], [2.6861, -1.4043, -1.1450], [2.8636, -0.9810, 1.3681]],
  "atomic_forces_ev_per_a": [[-2.2, 1.0, 1.8], [2.3, -1.1, -1.4], [1.5, 0.3, -1.1], [-0.5, 0.3, -0.4], [0.2, -0.7, 0.3], [0.1, -0.3, 0.2], [-0.2, -0.6, -0.3], [-0.2, 0.8, 0.4], [-0.2, 0.8, 0.2], [0.6, 1.7, 1.1], [-1.2, -1.8, -0.6], [0.3, -0.3, 0.0], [-0.3, -0.1, -0.1]],
  "gap_ev": 8.842,
  "homo_energy_ha": -0.365,
  "e_lumo_ev": -1.09,
  "fmax_ev_per_a": 3.009
}

=====

Repeat the first record exactly.
{
  "formula": "C3H3NO3",
  "method": "ωB97M-V/def2-TZVPD",
  "elements": ["O", "C", "C", "O", "C", "N", "O", "H", "H", "H"],
  "xyz": [[-1.0036, 1.8160, -0.7008], [-0.8739, 1.0243, 0.1834], [-1.0412, -0.5362, 0.1243], [-2.0790, -1.1196, 0.2713], [0.1866, -1.0485, -0.5155], [1.3874, -0.6578, -0.3397], [1.5550, 0.4548, 0.4575], [-0.6982, 1.3357, 1.2343], [0.0754, -1.9631, -1.0840], [2.4916, 0.6943, 0.3694]],
  "atomic_forces_ev_per_a": [[0.1, -0.6, -0.5], [-1.2, 0.1, 2.2], [0.2, 2.3, -2.2], [0.4, -0.1, 0.5], [0.6, -1.5, 0.9], [0.2, 0.1, -0.6], [-0.3, -0.1, 0.1], [0.1, 0.3, -0.1], [0.2, 0.0, -0.2], [-0.3, -0.3, -0.1]],
  "smiles": "O=CC(=O)/C=N\\O",
  "gap_ev": 8.982,
  "homo_energy_ha": -0.354,
  "e_lumo_ev": -0.64,
  "fmax_ev_per_a": 3.180
}